Entry 1:
Here is one molecule with the formula C4H7NO3 from the Open Molecules 2025 dataset. Energies are from wB97M-V/def2-TZVPD.

Cartesian coordinates (Å):
1 O 0.394 -1.829 -2.031
2 C 0.174 -0.709 -1.661
3 C 0.688 -0.428 -0.205
4 C 0.169 -1.526 0.683
5 N 0.392 0.962 0.220
6 C -0.922 1.373 0.221
7 O -1.114 2.675 0.651
8 O -1.863 0.737 -0.162
9 H -0.555 -0.047 -2.151
10 H 1.748 -0.222 -0.028
11 H 0.883 -1.860 1.466
12 H 0.041 -2.528 0.247
13 H -0.747 -1.248 1.238
14 H 0.966 1.496 0.870
15 H -0.252 3.153 0.642

Forces on atoms 1 to 6 (eV/Å):
-0.01 0.21 -1.14
0.43 -1.07 1.85
0.44 2.13 0.10
0.01 -1.46 2.27
-2.14 0.60 0.25
-0.08 1.13 0.04

Calculated values
**LUMO level**: 0.26 eV
**DFT total energy**: -11893.377 eV
**SMILES**: C[C@@H](C=O)NC(=O)O
**HOMO energy**: -0.364 Ha
**Energy relative to the best compared isomer or geometry (same formula, charge and spin)**: 183.3 kJ/mol
**Total charge**: 0

What are the natural (NBO) partial charges on each atom? They are as follows, in elementary charge units: -0.508 0.431 -0.150 -0.651 -0.663 0.882 -0.688 -0.611 0.156 0.231 0.215 0.251 0.235 0.395 0.474

***

Entry 2:
Here is one molecule with the formula C12H16P2 from the Open Molecules 2025 dataset. Energies are from wB97M-V/def2-TZVPD.

Cartesian coordinates (Å):
1 C -2.485 -0.129 -1.143
2 C 1.548 -0.102 0.347
3 C 1.009 0.740 2.623
4 C -2.206 -1.524 -1.275
5 C 1.890 1.210 0.439
6 C 1.663 1.680 1.807
7 C -1.425 -2.072 -0.371
8 C -1.026 -0.313 1.124
9 C -2.574 -2.319 -2.475
10 C 2.314 2.158 -0.663
11 C 2.094 3.065 2.201
12 C -0.794 -3.428 -0.280
13 P -1.481 0.749 -0.107
14 P 0.675 -0.768 1.778
15 H -3.122 0.219 -1.959
16 H 1.588 -0.638 -0.622
17 H 0.823 0.811 3.611
18 H -1.733 -2.431 -3.196
19 H -3.416 -1.885 -3.045
20 H -2.780 -3.434 -2.272
21 H 3.469 2.200 -0.746
22 H 1.893 3.251 -0.604
23 H 1.926 1.801 -1.526
24 H 1.849 3.488 3.235
25 H 1.557 3.920 1.606
26 H 3.231 3.152 2.019
27 H -1.590 -3.950 -0.744
28 H -0.595 -3.639 0.807
29 H 0.171 -3.482 -0.884
30 H -2.473 1.668 0.317

Forces on atoms 1 to 6 (eV/Å):
-0.81 -1.53 -2.43
0.39 0.48 -2.07
1.98 2.18 -3.90
-0.17 1.08 -0.52
-0.19 -0.41 0.67
-1.53 -0.92 2.28

Calculated values
**LUMO level (alpha / beta)**: -0.62 / -0.34 eV
**DFT total energy**: -31272.806 eV
**HOMO energy (alpha / beta)**: -0.263 / -0.279 Ha
**Energy relative to the best compared isomer or geometry (same formula, charge and spin)**: 474.2 kJ/mol
**Total charge**: 0

What are the natural (NBO) partial charges on each atom? They are as follows, in elementary charge units: -0.538 -0.478 -0.532 -0.230 -0.060 0.003 0.238 -0.773 -0.627 -0.635 -0.659 -0.721 0.829 0.813 0.231 0.217 0.214 0.222 0.223 0.213 0.223 0.221 0.215 0.233 0.223 0.224 0.231 0.250 0.230 0.001

***

Entry 3:
Here is an isolated ion of composition C6H15N4Si and charge +1 from the Open Molecules 2025 dataset. Energies are from wB97M-V/def2-TZVPD.

Cartesian coordinates (Å):
1 C 0.077 2.197 1.009
2 C 1.541 -0.698 -1.640
3 C -1.349 -1.561 0.972
4 C -1.005 1.592 0.121
5 C 0.302 0.200 -1.713
6 C -1.395 -0.924 -0.373
7 N 0.743 1.122 1.653
8 N 2.133 -0.532 -0.312
9 N 0.083 -1.826 1.255
10 N -0.367 0.056 -0.405
11 Si 0.935 -0.419 0.873
12 H 0.788 2.817 0.412
13 H -0.402 3.035 1.678
14 H 1.272 -1.777 -1.846
15 H 2.192 -0.186 -2.420
16 H -1.828 -0.850 1.584
17 H -1.912 -2.547 1.100
18 H -1.743 1.082 0.825
19 H -1.427 2.156 -0.645
20 H 0.610 1.218 -1.813
21 H -0.335 -0.053 -2.566
22 H -1.188 -1.667 -1.268
23 H -2.467 -0.544 -0.605
24 H 1.326 1.328 2.494
25 H 3.220 -0.671 -0.428
26 H 0.195 -2.547 2.057

Forces on atoms 1 to 6 (eV/Å):
-0.23 2.65 -0.96
-0.04 0.35 -1.43
-0.19 -2.68 0.01
0.90 -4.75 3.32
0.27 -0.83 0.15
-2.71 -2.56 -3.35

Calculated values
**LUMO level**: -3.13 eV
**DFT total energy**: -20297.932 eV
**SMILES**: C1C[N+]23CCN[Si]2(N1)NCC3
**HOMO energy**: -0.471 Ha
**Energy relative to the best compared isomer or geometry (same formula, charge and spin)**: 8.0 kJ/mol
**Total charge**: +1

What are the natural (NBO) partial charges on each atom? They are as follows, in elementary charge units: -0.250 -0.232 -0.246 -0.137 -0.227 -0.250 -1.083 -1.130 -1.094 -0.560 2.227 0.192 0.243 0.203 0.230 0.186 0.244 0.206 0.232 0.214 0.231 0.229 0.238 0.427 0.458 0.450

***

Entry 4:
Here is a 2-piece molecular cluster, C2H3O4PS overall from the Open Molecules 2025 dataset. Energies are from wB97M-V/def2-TZVPD.

Cartesian coordinates (Å):
1 C 0.907 -0.520 -0.011
2 C -2.486 0.085 -0.087
3 O 2.872 0.555 1.442
4 O 2.465 1.643 -0.854
5 O 0.734 -1.375 0.707
6 O 3.253 -0.822 -0.640
7 P 2.642 0.388 -0.069
8 S -3.935 -0.927 -0.323
9 H -2.858 1.221 -0.134
10 H -1.643 -0.218 -0.830
11 H -1.949 -0.031 0.800

Forces on atoms 1 to 6 (eV/Å):
-0.72 -1.55 1.53
0.08 1.95 -2.42
-1.15 -0.34 -1.81
-0.29 -0.54 -0.17
-1.11 -0.01 -0.63
0.04 -1.24 -1.08

Calculated values
**LUMO level**: 5.72 eV
**DFT total energy**: -30437.508 eV
**HOMO energy**: -0.005 Ha
**Energy relative to the best compared isomer or geometry (same formula, charge and spin)**: 162.1 kJ/mol
**Total charge**: -2

What are the natural (NBO) partial charges on each atom? They are as follows, in elementary charge units: 0.486 -0.748 -1.132 -1.147 -0.396 -1.127 2.307 -0.739 0.168 0.165 0.165

***

Entry 5:
Here is a 2-piece molecular cluster, C5H12N3 overall from the Open Molecules 2025 dataset. Energies are from wB97M-V/def2-TZVPD.

Cartesian coordinates (Å):
1 C -0.626 0.941 2.054
2 C 0.074 2.089 1.897
3 C -2.144 -0.696 1.219
4 N -1.264 0.297 1.009
5 H -0.908 0.585 3.038
6 H 0.146 2.664 0.980
7 H 0.525 2.548 2.772
8 H -2.599 -1.190 0.371
9 H -2.533 -0.926 2.206
10 H -0.892 0.498 0.024
11 C 0.421 -0.279 -1.793
12 C 1.354 -1.116 -1.374
13 N 1.562 -2.399 -1.963
14 N 0.139 0.984 -1.174
15 H -0.229 -0.579 -2.606
16 H 2.092 -0.827 -0.610
17 H 1.419 -3.105 -1.246
18 H 2.547 -2.454 -2.203
19 H -0.069 1.670 -1.892
20 H 0.987 1.296 -0.708

Forces on atoms 1 to 6 (eV/Å):
-0.59 1.05 -1.15
0.12 -0.08 0.75
-1.08 -1.20 -0.07
1.09 0.55 -0.12
0.40 -0.25 0.04
0.01 -0.37 -0.04

Calculated values
**LUMO level (alpha / beta)**: 0.95 / 0.91 eV
**Spin multiplicity**: 2
**DFT total energy**: -9846.688 eV
**HOMO energy (alpha / beta)**: -0.202 / -0.308 Ha
**Energy relative to the best compared isomer or geometry (same formula, charge and spin)**: 62.3 kJ/mol
**Total charge**: 0

What are the natural (NBO) partial charges on each atom? They are as follows, in elementary charge units: 0.006 -0.546 -0.299 -0.589 0.192 0.187 0.201 0.174 0.170 0.436 -0.040 -0.087 -0.835 -0.827 0.205 0.163 0.362 0.357 0.383 0.385

***

Entry 6:
Here is one molecule with the formula CH3IO3S from the Open Molecules 2025 dataset. Energies are from wB97M-V/def2-TZVPD.

Cartesian coordinates (Å):
1 C 1.314 -0.649 -0.202
2 O -2.000 1.140 -0.014
3 O -0.135 -0.817 -0.042
4 O 0.056 0.855 1.795
5 S -0.977 0.211 0.980
6 I -3.211 1.545 -1.788
7 H 1.799 -1.560 0.164
8 H 1.614 0.138 0.386
9 H 1.540 -0.862 -1.278

Forces on atoms 1 to 6 (eV/Å):
-1.23 -3.80 -1.63
0.02 0.11 -0.46
-0.42 1.13 0.31
-1.17 0.35 -1.59
0.54 -1.20 -0.24
1.72 -0.54 1.75

Calculated values
**LUMO level (alpha / beta)**: -2.70 / -2.70 eV
**DFT total energy**: -26160.299 eV
**HOMO energy (alpha / beta)**: -0.358 / -0.358 Ha
**Energy relative to the best compared isomer or geometry (same formula, charge and spin)**: 234.7 kJ/mol
**Total charge**: 0

What are the natural (NBO) partial charges on each atom? They are as follows, in elementary charge units: -0.281 -0.990 -0.716 -0.869 1.812 0.431 0.186 0.218 0.209

***

Q: The lowest total charge belongs to which entry?
A: C2H3O4PS